# 1
102
Properties=species:S:1:pos:R:3:forces:R:3:mulliken_charge:R:1 method="wB97M-V/def2-TZVPD" orbital_gap_ev=6.849 e_tot_ha=-3970.41243 e_homo_ev=-14.78 e_lumo_ev=-7.93 de_lowest_kcal_mol=18.68 molar_mass_da=951.66 charge=+3
Sn -2.351005 0.721768 1.526095 0.2965 0.6672 -0.3716 1.07
C -2.432369 3.260506 5.790993 0.3417 1.3403 -1.4498 -1.36
C -2.242458 2.101839 4.865977 0.5390 0.6206 0.9529 0.63
O -2.759995 2.033818 3.765276 -0.2320 0.2213 -0.7813 -0.55
N -1.433031 1.127675 5.328209 -0.0923 -0.4048 -1.5245 0.00
C -1.304338 -0.105276 4.556223 0.3230 -0.1580 -0.4523 -0.68
C -2.688330 -0.696236 4.300000 0.3394 -0.7989 1.8772 1.12
C -3.350206 -1.333304 5.389987 -0.2130 0.4630 -1.9450 -1.14
C -4.655121 -1.786084 5.201120 0.6169 -0.4975 1.9129 -0.31
C -5.266579 -1.565802 3.980438 -1.0054 0.1195 0.8470 -1.27
C -4.554425 -0.956304 2.991907 0.9773 -0.2359 0.0718 0.27
N -3.257578 -0.537164 3.110649 -1.6863 -1.0726 0.3303 0.32
H -3.465763 3.330997 6.024904 -0.9666 0.1612 0.2973 0.33
H -2.137686 4.220273 5.299633 -0.4283 -0.8218 -0.0437 0.31
H -1.847902 3.266778 6.668837 0.5939 -0.5410 1.1287 0.44
H -1.208829 1.124998 6.290799 0.3769 -0.0414 0.8125 0.29
H -0.639023 -0.741146 5.148709 -0.4585 -0.2842 -0.1504 0.74
H -0.773696 0.007482 3.569626 -0.3923 0.3978 0.9738 -0.50
H -2.858187 -1.441723 6.334711 0.2650 -0.0588 0.2599 0.49
H -5.123724 -2.310321 6.088935 0.2140 0.7382 -1.4198 0.37
H -6.348398 -1.739557 3.880288 0.7428 -0.2352 -0.3034 0.43
H -5.020871 -0.844153 2.055741 -0.1953 0.3119 -0.9249 0.40
C 5.821410 1.023326 -1.708886 1.4383 2.4322 -0.7198 -0.74
C 5.776083 1.312739 -0.169360 0.4665 -1.4809 -0.5632 -0.92
P 4.041077 0.907517 0.135730 -0.1105 -0.0378 -0.3387 1.47
C 3.621615 -0.535032 1.086882 -0.2794 0.7854 -0.2683 0.09
C 4.270492 -0.857967 2.269426 1.2697 -0.0931 -0.4073 -0.75
C 4.042056 -2.105330 2.801474 -0.5146 -0.8119 1.2231 -0.75
C 3.046308 -2.978448 2.310047 0.9033 2.4308 -0.5640 -0.84
C 2.361208 -2.541183 1.189935 -1.0165 -0.5922 -0.0316 -0.99
C 2.616087 -1.346727 0.556118 0.3858 0.2989 0.2890 0.75
C 3.179335 2.383054 0.506410 -0.9077 0.5347 0.2779 0.66
C 3.499402 3.677775 0.067990 1.8651 -0.6372 -1.2099 -0.27
C 2.828973 4.776091 0.483755 -0.8786 1.4120 0.4416 -1.04
C 1.768108 4.622849 1.375882 -0.4933 0.7443 0.6093 -0.44
C 1.391211 3.359404 1.787735 -1.2597 0.0445 0.5471 -0.63
C 2.077159 2.254189 1.344073 -0.3185 -1.0329 0.3207 -0.20
P 4.266043 0.196521 -1.973577 -1.3048 0.5157 -0.1629 1.05
C 3.147520 1.083889 -3.041256 -0.5290 0.7535 -0.9001 0.22
C 1.841901 1.358445 -2.592761 0.1514 -0.9100 0.6748 0.58
C 0.892572 1.942298 -3.414651 0.1727 0.5365 -0.4020 -0.91
C 1.335185 2.419364 -4.636426 -0.7638 0.4046 -1.2805 -0.51
C 2.629704 2.225622 -5.095307 0.1413 0.4325 -0.4117 -0.77
C 3.538477 1.539883 -4.338652 0.4505 -1.3842 1.4950 -0.60
C 4.295689 -1.545146 -2.126758 1.3736 0.0327 0.4536 1.10
C 5.400586 -2.269040 -1.629578 -0.6770 -0.0837 -0.3693 -0.57
C 5.380452 -3.644295 -1.622284 -0.0829 0.2442 -0.2076 -0.82
C 4.277225 -4.290420 -2.158732 -0.2624 -1.0406 0.3403 -0.58
C 3.212330 -3.574801 -2.689357 0.4730 -1.0419 -0.0435 -0.78
C 3.221014 -2.215571 -2.655483 -2.3311 1.4014 -1.3617 -0.27
H 6.787898 0.549111 -1.983305 -0.8476 0.2589 -0.2468 0.44
H 5.695714 2.055065 -2.269286 0.4791 -2.0655 0.8501 0.43
H 6.059580 2.314499 0.054773 0.1197 0.6789 0.4380 0.49
H 6.434165 0.598965 0.337608 -0.0824 0.2551 0.1533 0.52
H 5.078150 -0.232121 2.698076 -0.7172 -0.3287 -0.2913 0.51
H 4.592761 -2.336585 3.705086 -0.0630 -0.2964 -0.0264 0.47
H 2.727711 -3.854569 2.799404 0.1284 -1.0088 0.5227 0.56
H 1.522870 -3.118574 0.832328 -0.0559 -0.2101 -0.1445 0.58
H 1.982480 -1.035581 -0.267860 0.2422 -0.0925 -0.0427 0.21
H 4.336089 3.883727 -0.612783 -0.2335 -0.4545 0.1973 0.32
H 3.102370 5.780895 0.124246 -0.0678 -0.6725 0.2323 0.43
H 1.229416 5.492318 1.800682 0.4346 -0.5332 -0.5490 0.41
H 0.495796 3.212360 2.434469 0.9105 0.2211 -0.4835 0.35
H 1.744688 1.264272 1.673599 0.1771 0.3067 -0.0943 0.31
H 1.521838 1.005913 -1.612556 0.0824 0.1278 -0.1495 -0.21
H -0.151597 2.068464 -3.129148 0.3861 -0.1007 0.2254 0.54
H 0.681398 2.922245 -5.382737 0.1601 -0.3539 1.0163 0.38
H 2.880589 2.646455 -6.065926 0.1678 -0.2979 0.1441 0.46
H 4.513940 1.207211 -4.683902 -0.0299 0.5135 -0.3125 0.49
H 6.312666 -1.837272 -1.308196 0.5569 0.8728 0.3979 0.38
H 6.262916 -4.138184 -1.247197 -0.1311 -0.4086 0.0027 0.50
H 4.199651 -5.385295 -2.137670 0.2561 0.4913 -0.1437 0.41
H 2.431024 -4.117237 -3.184625 -0.4058 -0.0561 0.0057 0.53
H 2.340063 -1.661387 -3.124300 1.3291 -0.6308 0.8201 0.19
S -4.787932 1.554352 1.031397 0.3126 -0.2463 -0.0120 -0.57
C -5.378053 1.159209 -0.544246 0.6162 1.1909 0.6322 0.38
N -4.718917 1.122509 -1.695797 1.7696 0.0718 1.1166 0.53
C -5.589365 0.901013 -2.793468 -1.2172 0.7855 -1.6743 -0.51
C -7.000170 1.123694 -2.195593 0.0417 -2.0285 1.0860 -0.59
N -6.677407 1.159294 -0.737810 -1.3969 -0.3303 -0.8421 -0.19
H -3.679834 1.153380 -1.786806 -1.0324 -0.0384 0.3728 0.04
H -5.423750 -0.101165 -3.172863 -0.2422 -0.1158 -0.3801 0.31
H -5.469448 1.669639 -3.589501 0.3444 -0.7511 0.3743 0.35
H -7.696882 0.280195 -2.363336 0.4700 0.3912 -0.1380 0.32
H -7.494839 2.009187 -2.506074 -0.1817 0.9722 -0.2353 0.33
H -7.413017 1.120611 -0.028025 0.8484 0.1378 -0.2380 0.24
O -3.854322 -2.539613 0.526672 0.2477 0.5089 -0.3696 -0.65
C -3.103744 -2.038344 -0.284925 0.0059 -0.7360 0.3299 0.15
N -2.198536 -1.032763 -0.015247 -0.2882 0.5946 1.8295 -0.14
S -1.350114 -0.507805 -1.250356 -1.3200 1.7707 -0.6629 0.32
O -1.782725 0.867518 -1.578689 0.5871 -0.6674 0.3001 -1.09
O 0.066994 -0.654217 -1.069258 0.2521 -0.2851 -0.0567 0.05
C -2.076778 -1.566826 -2.382148 -0.4520 -2.5506 -0.7704 0.24
C -1.768660 -1.821337 -3.708165 0.3062 0.7221 0.4557 -0.62
C -2.360025 -2.918246 -4.324428 -0.2645 -0.2387 -0.9262 -0.77
C -3.292383 -3.712518 -3.662243 0.6977 0.4534 -0.1215 -0.62
C -3.577083 -3.452751 -2.339404 -0.9651 -1.2618 -0.2148 -0.44
C -2.955169 -2.442943 -1.704565 0.9110 2.0271 0.1934 0.15
H -1.082925 -1.123763 -4.182668 -0.0209 -0.4217 -0.3867 0.62
H -2.132522 -3.170472 -5.364001 0.0329 0.2806 0.3459 0.45
H -3.769451 -4.547971 -4.134132 -0.0462 -0.1969 -0.3673 0.50
H -4.274852 -4.092675 -1.826576 -0.1301 -0.0026 0.3099 0.57

***

# 2
101
Properties=species:S:1:pos:R:3:forces:R:3:mulliken_charge:R:1 method="wB97M-V/def2-TZVPD" orbital_gap_ev=7.623 e_tot_ha=-3759.87936 e_homo_ev=-7.34 e_lumo_ev=0.28 molar_mass_da=740.65 smiles=ClC(Cl)(Cl)Cl.c1cc[nH]c1.c1cc[nH]c1.c1cc[nH]c1.c1cc[nH]c1.c1cc[nH]c1.c1cc[nH]c1.CCO.CCO.CCO.CCO
Cl -2.524670 -1.931479 -2.032742 -0.3331 -0.3272 -0.4113 0.05
C -2.185710 -3.685473 -2.091067 -0.5346 0.2043 -0.7726 0.03
Cl -1.188721 -4.044701 -0.740214 0.4139 -0.4883 0.9356 0.03
Cl -3.709768 -4.682345 -2.068897 0.9653 0.8226 -0.0401 -0.10
Cl -1.251616 -4.002869 -3.572629 -0.4418 -0.1307 0.0674 -0.08
C 2.534202 3.369249 -3.103285 0.7808 1.2063 1.9642 -1.23
C 1.286931 3.168097 -3.692629 1.5342 -0.9936 -3.3414 -0.16
C 0.308320 3.688829 -2.963690 -1.2875 -0.8911 3.7251 -0.69
N 0.910120 3.979985 -1.738156 0.3621 1.5373 -0.2802 0.17
C 2.278740 3.968492 -1.850391 -0.8224 -1.2108 -0.9561 -0.23
H 3.495646 3.208294 -3.568169 -0.0821 -0.0988 0.1468 0.47
H 1.253523 2.659246 -4.644660 -0.4524 0.2758 -0.0924 0.59
H -0.747402 3.487680 -2.856908 -0.1593 0.2322 -0.8074 0.38
H 0.426872 4.339257 -0.927299 0.0038 0.0999 -0.0488 0.20
H 2.865842 4.361681 -1.033621 0.2054 -0.2302 -0.2007 0.47
C -0.490276 4.221880 1.305444 -2.2851 -0.4651 -0.4156 -0.65
C 0.386364 3.647848 2.163222 3.5225 -1.9132 1.2686 -0.16
C 1.517957 4.498942 2.351031 -2.4076 -0.3053 -0.1530 -0.74
N 1.119058 5.658139 1.735809 0.0635 0.1866 -0.1808 0.10
C -0.100397 5.480359 1.132972 0.7635 3.0807 -0.9480 -0.91
H -1.365331 3.734001 0.902137 -0.1383 0.2495 0.1309 0.76
H 0.206704 2.627651 2.468708 0.6097 0.0475 0.3149 0.68
H 2.468229 4.488121 2.864136 -0.2876 -0.4197 0.1218 0.43
H 1.621812 6.534012 1.749635 -0.1008 -0.2617 -0.0211 0.18
H -0.590513 6.322108 0.666448 0.0982 -0.1020 -0.1608 0.37
C 3.389083 -3.387516 -3.778756 -1.7363 0.8062 0.0972 -0.57
C 4.444661 -2.752768 -3.149516 0.3000 2.0293 0.7074 -0.68
C 3.964419 -1.486342 -2.737407 2.1808 -0.8434 1.5026 -0.47
N 2.647197 -1.400922 -2.934373 0.0677 -1.0083 -1.6969 0.60
C 2.295159 -2.502633 -3.651530 -0.5949 -1.3850 -0.4809 -0.49
H 3.432585 -4.371922 -4.220861 -0.3390 0.1602 -0.1112 0.42
H 5.430671 -3.151719 -2.962364 0.0302 0.2259 -0.1631 0.40
H 4.476876 -0.732275 -2.158459 0.0422 -0.0138 -0.0418 0.45
H 2.034490 -0.642710 -2.670145 0.0915 -0.2010 0.0630 0.23
H 1.291307 -2.575321 -4.043199 0.0720 -0.1118 0.1018 0.34
C -3.452024 1.793207 -0.119194 1.0123 -1.7047 -0.7528 0.17
C -4.088357 2.656255 0.753456 1.3577 0.3753 1.4406 -1.07
C -5.220002 2.942473 0.153593 -6.0051 1.6347 -0.8835 -0.61
N -5.476937 2.234709 -1.020280 2.3159 0.1248 1.9014 0.05
C -4.338732 1.488397 -1.104272 0.6099 -0.9777 -2.7828 -1.53
H -2.486713 1.331004 0.025515 -0.0338 -0.0681 -0.1238 1.05
H -3.769086 2.883766 1.759793 -0.0184 0.5284 -0.2503 0.48
H -6.112096 3.503186 0.390613 0.4032 0.4582 0.9506 0.42
H -6.384003 1.997914 -1.396126 0.2941 0.3258 0.0335 0.30
H -4.248332 0.811697 -1.941110 0.3371 -0.0574 -0.0158 0.56
C 0.761346 0.887682 5.490138 -0.9289 3.3309 -2.0520 -0.34
C 0.620099 -0.287492 6.128878 0.0657 -2.5128 0.9343 -0.85
C 1.228358 -1.207120 5.304774 0.6255 -2.2010 0.0880 -0.20
N 1.646572 -0.651223 4.152434 -1.2714 1.8894 0.7872 0.53
C 1.256656 0.679994 4.217064 1.3792 -0.2646 -0.2817 -0.85
H 0.387938 1.824063 5.877626 -0.0330 0.1234 -0.2544 0.42
H -0.003587 -0.426975 6.999484 0.5652 -0.3076 0.2045 0.39
H 1.531641 -2.241111 5.377399 -0.5402 -0.1418 0.6804 0.36
H 2.205761 -1.131880 3.462226 0.0712 0.0235 -0.3162 0.22
H 1.450909 1.329767 3.376555 0.0994 0.0850 0.3094 0.49
C -4.772674 -2.868316 1.576750 3.2475 1.1179 -1.0500 -0.85
C -6.064163 -2.440284 1.541214 -2.6529 0.8065 -1.0668 -0.69
C -6.139235 -1.302031 0.720108 -1.8075 -1.6342 2.0045 -0.29
N -4.917448 -0.912564 0.400037 1.2395 -1.7172 0.3267 0.37
C -4.008728 -1.895728 0.890746 -1.2253 0.7188 -0.1487 -0.51
H -4.321193 -3.787702 1.919219 -0.2444 0.1164 0.3740 0.38
H -6.941029 -2.897088 1.975792 0.0938 -0.1871 -0.1006 0.39
H -7.070070 -0.868643 0.385259 0.2974 0.5269 0.0438 0.36
H -4.812094 -0.021853 -0.064320 0.9679 -0.4177 0.0758 0.27
H -2.957240 -1.819005 0.656446 -0.1684 -0.0433 0.2357 0.70
C -2.152202 0.735281 -4.808813 0.5864 -1.0507 0.0048 -0.53
C -0.794649 0.944117 -5.491909 -0.2561 1.0799 -0.9179 -0.51
O 0.234430 0.428534 -4.712001 0.6245 -1.0226 0.3853 -0.39
H -3.092873 1.048701 -5.261594 0.3882 0.5260 -0.2328 0.43
H -2.063551 1.070110 -3.775316 -0.2201 0.3987 0.0249 -0.06
H -2.234267 -0.348158 -4.722099 -0.1266 -0.1905 0.0734 0.19
H -0.525362 1.969430 -5.745507 -0.5673 0.6929 0.4110 0.28
H -0.676838 0.516182 -6.487443 -0.4737 -0.7423 0.1429 0.41
H 0.266525 0.891525 -3.871641 -0.0516 0.1338 0.1840 0.22
C 0.505635 -4.060958 2.996765 0.0684 0.3308 1.0112 -0.57
C 1.128739 -5.081651 2.114615 0.3933 0.2818 -0.5875 -0.25
O 2.234347 -4.439121 1.434703 -0.3690 0.4338 -0.0954 -0.50
H 0.026837 -3.230958 2.477190 0.5448 0.1781 -0.2140 0.04
H 1.315383 -3.765166 3.663796 -0.3634 0.6793 0.1882 -0.03
H -0.307045 -4.458904 3.604451 0.1590 -0.4104 0.0759 0.48
H 0.333798 -5.370330 1.426977 0.4867 -0.8107 -0.3657 0.22
H 1.594054 -5.864396 2.713688 -0.6572 -0.4653 -0.1347 0.36
H 2.760776 -5.028373 0.889491 -0.2837 -0.3265 0.0045 0.21
C 4.654487 -0.287534 2.080633 -0.3622 0.4855 -0.3074 -0.76
C 4.560532 -1.770747 1.868671 1.1245 0.5867 0.3429 -0.14
O 3.346537 -2.141951 2.457022 -0.2638 -0.2331 -0.1094 -0.49
H 5.534277 0.154203 1.612717 0.0487 0.0193 0.2167 0.40
H 4.544078 -0.005569 3.127728 0.4055 -0.1126 0.0901 0.31
H 3.766710 0.121750 1.598527 0.0044 0.2950 -0.2280 -0.16
H 5.399816 -2.285263 2.336637 0.1048 -0.1478 0.3124 0.33
H 4.686615 -1.971290 0.804718 -0.6857 -0.2510 -0.2516 0.24
H 3.060485 -2.986477 2.101280 -0.3951 -0.5853 -0.1592 0.16
C 0.411668 -0.640690 0.439587 -1.6432 0.3138 0.8447 -0.83
C 0.776621 0.720098 -0.053337 1.2154 -0.4419 -0.2628 0.37
O 1.396087 0.466989 -1.304331 -0.0340 0.1732 -0.9621 -0.29
H -0.034718 -0.531710 1.428002 0.3617 -0.1001 0.4846 0.40
H 1.222461 -1.368869 0.461261 -0.1140 0.1256 -0.2060 0.33
H -0.473081 -0.931234 -0.126907 0.3624 -0.7215 -0.4652 -0.07
H 1.538497 1.168207 0.584499 -0.2376 0.4067 0.2740 0.14
H -0.093860 1.363930 -0.179248 -0.0179 0.1630 0.1875 -0.14
H 1.711150 1.272321 -1.721199 0.0861 0.5943 0.1067 -0.14

***

# 3
18
Properties=species:S:1:pos:R:3:forces:R:3:mulliken_charge:R:1 method="wB97M-V/def2-TZVPD" orbital_gap_ev=9.677 e_tot_ha=-530.50290 e_homo_ev=-9.19 e_lumo_ev=0.48 de_lowest_kcal_mol=46.70 molar_mass_da=144.13 smiles="O=C(O)C1=C[C@H](O)NCN1"
O -3.124367 -1.149980 0.031150 -0.8081 -0.7137 -0.7670 -0.53
C -2.521396 -0.128790 -0.012703 1.5211 1.2404 1.8282 0.19
O -3.056824 1.098193 0.056064 1.0250 1.5300 0.5354 -0.59
C -1.004156 -0.054860 0.127910 -1.0772 0.1779 -1.6405 0.45
C -0.225270 -1.009135 -0.359859 -0.7557 -0.6141 0.1429 -0.62
C 1.244697 -0.958843 -0.234669 -0.1064 0.8300 -3.1700 0.28
O 1.765731 -2.001251 0.438013 0.9769 -2.7948 2.1699 -0.54
N 1.647338 0.262106 0.334171 1.1705 -0.3106 2.4518 -0.34
C 0.861441 1.392381 -0.115623 1.2468 -0.1643 -1.2926 -0.51
N -0.544127 1.284549 0.374217 2.0092 -0.9077 -0.9018 -0.43
H -2.279634 1.781856 0.311168 -1.8401 -2.1206 -1.1984 0.54
H -0.645349 -1.899737 -0.845098 -0.0519 0.3633 0.4870 0.36
H 1.700988 -1.015673 -1.240388 -0.3719 0.0161 -0.6165 0.17
H 1.531348 -2.895363 0.094045 0.0719 1.3762 0.1156 0.34
H 2.660342 0.197261 0.604600 -1.6282 1.1134 -0.5611 0.27
H 1.163315 2.310900 0.344567 0.8970 0.4502 -0.0292 0.37
H 1.069203 1.429216 -1.225682 -1.4101 0.4438 0.7270 0.31
H -0.243284 1.357163 1.318109 -0.8688 0.0844 1.7194 0.27